The following is a quantum chemistry calculation of 7 unconnected molecules or ions with the total composition C35H70ClNO8, from the OMol25 dataset.

Summary:
Total charge: 0
SMILES: CCCCCCCNC(=O)OCCCCl.C1CCOC1.C1CCOC1.C1CCOC1.C1CCOC1.C1CCOC1.C1CCOC1
Energy relative to the best compared isomer or geometry (same formula, charge and spin): 11.48 kcal/mol
Highest occupied orbital energy: -9.331 eV
HOMO-LUMO gap: 10.0 eV

Last column: Mulliken charge in e.
Geometry (Å):
C: -5.12 1.18 4.62  -1.05
C: -5.78 2.15 3.61  -0.75
C: -5.35 1.77 2.18  0.45
C: -6.50 1.74 1.16  -0.91
C: -6.97 0.34 0.76  0.18
C: -7.22 -0.62 1.94  -1.06
C: -6.13 -1.65 2.19  -0.13
N: -6.06 -2.69 1.12  -0.44
C: -4.76 -2.75 0.51  0.41
O: -3.99 -3.58 0.76  -0.48
O: -4.56 -1.78 -0.38  -0.26
C: -3.18 -1.49 -0.68  0.38
C: -2.31 -1.13 0.52  -0.78
C: -1.86 0.32 0.40  0.56
Cl: -0.91 0.75 1.86  -0.26
H: -5.66 0.24 4.57  0.20
H: -5.12 1.59 5.62  0.41
H: -4.11 1.01 4.30  0.25
H: -6.85 2.03 3.67  0.30
H: -5.48 3.16 3.83  0.45
H: -4.80 0.84 2.17  -0.50
H: -4.65 2.52 1.83  0.50
H: -7.34 2.34 1.50  0.49
H: -6.14 2.24 0.27  0.00
H: -7.92 0.47 0.25  0.40
H: -6.28 -0.06 0.02  -0.15
H: -7.37 -0.02 2.82  0.39
H: -8.12 -1.19 1.71  0.42
H: -6.35 -2.16 3.12  0.30
H: -5.16 -1.19 2.32  -0.04
H: -6.66 -2.33 0.37  0.36
H: -3.20 -0.64 -1.33  -0.55
H: -2.71 -2.28 -1.24  0.27
H: -2.81 -1.21 1.48  0.47
H: -1.44 -1.76 0.51  0.25
H: -1.25 0.44 -0.49  0.05
H: -2.74 0.94 0.35  -0.19
C: -0.24 -3.43 -4.59  -0.73
C: 0.57 -2.14 -4.70  -0.36
C: -0.05 -1.29 -3.60  -0.13
O: -0.49 -2.19 -2.58  -0.27
C: -0.45 -3.53 -3.09  -0.39
H: 0.27 -4.30 -5.00  0.37
H: -1.20 -3.31 -5.10  0.32
H: 1.62 -2.34 -4.47  0.02
H: 0.52 -1.68 -5.68  0.41
H: -0.92 -0.73 -3.97  0.21
H: 0.66 -0.58 -3.18  0.10
H: 0.38 -4.04 -2.60  0.18
H: -1.37 -4.05 -2.83  0.36
C: 4.93 -1.62 -1.46  -0.09
C: 4.02 -2.69 -0.87  -0.60
C: 3.16 -3.06 -2.07  0.19
O: 3.97 -2.86 -3.23  -0.48
C: 5.16 -2.15 -2.87  -0.48
H: 5.85 -1.48 -0.90  0.38
H: 4.40 -0.66 -1.49  -0.06
H: 4.61 -3.55 -0.55  0.28
H: 3.43 -2.35 -0.01  0.26
H: 2.29 -2.40 -2.14  -0.32
H: 2.81 -4.09 -2.03  0.33
H: 6.00 -2.84 -2.90  0.26
H: 5.34 -1.35 -3.59  0.28
C: -4.76 2.43 -3.84  -0.71
C: -3.64 3.37 -3.40  -0.35
C: -3.49 3.03 -1.93  -0.54
O: -3.84 1.64 -1.80  -0.03
C: -4.45 1.19 -3.01  -0.44
H: -4.78 2.22 -4.91  0.37
H: -5.73 2.84 -3.55  0.28
H: -2.71 3.12 -3.93  0.04
H: -3.86 4.42 -3.58  0.44
H: -4.18 3.62 -1.32  0.33
H: -2.48 3.18 -1.57  0.22
H: -3.74 0.53 -3.52  0.17
H: -5.35 0.60 -2.77  0.28
C: 5.68 1.98 2.31  -0.68
C: 4.77 0.91 2.89  -0.14
C: 3.91 0.54 1.69  -0.37
O: 4.72 0.74 0.53  -0.29
C: 5.90 1.46 0.90  -0.51
H: 6.60 2.13 2.86  0.35
H: 5.15 2.94 2.28  0.28
H: 5.37 0.05 3.20  -0.07
H: 4.18 1.24 3.75  0.44
H: 3.03 1.19 1.62  0.22
H: 3.57 -0.50 1.72  0.19
H: 6.75 0.77 0.86  0.26
H: 6.08 2.26 0.18  0.31
C: 7.44 -1.99 6.50  -0.61
C: 8.57 -2.70 5.77  -0.56
C: 8.15 -2.53 4.32  -0.46
O: 7.44 -1.29 4.23  -0.35
C: 7.14 -0.83 5.56  -0.30
H: 7.70 -1.66 7.50  0.35
H: 6.57 -2.64 6.58  0.28
H: 9.51 -2.19 5.95  0.26
H: 8.69 -3.74 6.06  0.34
H: 7.48 -3.33 4.00  0.29
H: 9.00 -2.50 3.64  0.25
H: 7.78 0.03 5.77  0.26
H: 6.10 -0.50 5.61  0.24
C: 1.74 2.70 -3.26  -0.43
C: 1.80 4.20 -2.98  -0.70
C: 0.38 4.63 -3.28  -0.56
O: -0.46 3.52 -2.96  -0.31
C: 0.35 2.35 -2.76  0.27
H: 2.53 2.13 -2.77  0.30
H: 1.81 2.52 -4.34  0.30
H: 2.04 4.37 -1.93  0.24
H: 2.54 4.73 -3.59  0.38
H: 0.24 4.87 -4.34  0.30
H: 0.06 5.50 -2.69  0.32
H: 0.36 2.13 -1.69  -0.01
H: -0.09 1.51 -3.29  -0.10